[1]
10
Properties=species:S:1:pos:R:3:lowdin_charge:R:1 method="wB97M-V/def2-TZVPD" homo_ha=-0.343 multiplicity=1 lumo_energy_ev=-0.63 de_lowest_ev=3.115 gap_ev=8.686 smiles="O=C[C@H](S)C=S" e_tot_ha=-988.21772 max_force_ev_per_a=5.39
O 0.51 -2.17 0.98 -0.02
C 0.76 -0.94 0.81 -0.29
C 0.04 -0.37 -0.44 -0.75
S 1.34 0.64 -1.14 0.73
C -1.11 0.58 -0.24 -0.84
S -2.05 0.66 0.96 0.81
H 1.27 -0.31 1.72 0.17
H -0.30 -1.24 -0.98 0.12
H 0.71 1.98 -0.56 0.04
H -1.18 1.18 -1.12 0.03

[2]
54
Properties=species:S:1:pos:R:3:lowdin_charge:R:1 method="wB97M-V/def2-TZVPD" homo_ha="-0.536 / -0.534" multiplicity=2 total_charge=+2 lumo_energy_ev="-8.74 / -12.23" s_squared=0.76 gap_ev="5.835 / 2.291" e_tot_ha=-2066.24916 max_force_ev_per_a=4.54
Ba -3.22 -0.69 -1.48 1.95
B -0.64 -0.31 -0.58 -0.59
H 0.13 -0.29 0.18 -0.04
H -1.33 0.49 -0.37 -0.14
H -0.35 -0.18 -1.61 -0.04
H -1.21 -1.20 -0.36 -0.14
C 0.85 -1.16 3.05 0.04
N 0.66 -0.39 4.30 -0.45
O 1.50 -0.43 5.16 0.09
O -0.44 0.06 4.53 0.05
H 0.13 -0.77 2.33 0.07
H 0.55 -2.19 3.24 0.11
H 1.89 -1.11 2.71 0.10
C 2.57 0.58 -1.38 0.11
N 3.17 1.83 -1.78 -0.31
O 3.05 2.18 -2.92 0.29
O 3.97 2.38 -1.04 0.44
H 1.60 0.92 -1.01 0.10
H 3.05 0.15 -0.50 0.14
H 2.47 -0.09 -2.23 0.15
C 0.81 -3.70 -1.41 -0.08
O 0.54 -3.91 -2.83 -0.23
P -1.04 -3.92 -3.26 0.48
O -1.83 -2.67 -2.91 -0.44
O -0.95 -4.15 -4.82 -0.20
C -0.29 -3.13 -5.66 -0.04
O -1.55 -5.32 -2.58 -0.22
C -0.73 -6.55 -2.60 -0.04
H 1.75 -4.10 -1.04 0.10
H 0.07 -4.05 -0.70 0.09
H 0.82 -2.61 -1.31 0.06
H 0.56 -3.57 -6.18 0.10
H 0.01 -2.32 -5.00 0.07
H -0.96 -2.71 -6.41 0.10
H -0.39 -6.75 -1.59 0.10
H 0.07 -6.43 -3.33 0.09
H -1.20 -7.45 -2.98 0.10
C -2.43 2.45 1.47 -0.11
O -2.11 3.60 2.26 -0.24
P -0.70 4.48 2.04 0.55
O -0.32 4.63 0.57 -0.29
O -1.01 5.91 2.78 -0.23
C -0.21 7.05 2.52 -0.09
O 0.39 3.82 3.02 -0.22
C 0.10 3.36 4.32 -0.11
H -3.40 2.55 0.98 0.09
H -2.42 1.58 2.13 0.09
H -1.66 2.35 0.71 0.05
H -0.84 7.91 2.74 0.10
H 0.03 7.21 1.46 0.08
H 0.71 6.92 3.10 0.10
H -0.94 3.61 4.53 0.09
H 0.52 3.87 5.18 0.10
H 0.20 2.29 4.51 0.06

[3]
13
Properties=species:S:1:pos:R:3:lowdin_charge:R:1 method="wB97M-V/def2-TZVPD" homo_ha=-0.358 multiplicity=1 lumo_energy_ev=0.50 de_lowest_ev=0.382 gap_ev=10.241 smiles=C[C@H](F)[C@@H](P)Br e_tot_ha=-3133.67687 max_force_ev_per_a=4.41
C 0.26 1.06 -1.29 -0.05
C -0.50 0.44 -0.14 -0.58
F -0.72 1.47 0.75 -0.08
C 0.22 -0.66 0.69 -0.93
P -0.49 -0.83 2.35 0.80
Br 0.21 -2.34 -0.49 0.53
H -0.56 1.80 -1.64 0.12
H 0.66 0.24 -1.94 0.08
H 0.95 1.62 -0.69 0.07
H -1.49 0.15 -0.39 0.11
H 1.46 -0.36 0.78 0.14
H 0.06 -2.11 2.60 -0.10
H -1.58 -1.31 1.70 -0.11

[4]
11
Properties=species:S:1:pos:R:3:lowdin_charge:R:1 method="wB97M-V/def2-TZVPD" homo_ha=-0.319 multiplicity=1 lumo_energy_ev=-0.18 de_lowest_ev=3.254 gap_ev=8.512 e_tot_ha=-285.29501 max_force_ev_per_a=1.88
O -1.02 -1.75 -1.06 0.10
C -0.42 -0.88 -0.48 -0.41
N -1.26 0.17 0.20 0.00
C -0.94 1.33 0.75 0.03
C 1.58 0.36 0.04 0.04
C 1.04 -0.79 -0.40 -0.10
H -2.22 -0.16 0.18 0.13
H 0.84 1.18 0.35 0.01
H -1.87 1.80 1.12 0.03
H 2.66 0.39 0.06 0.07
H 1.61 -1.65 -0.77 0.11

[5]
19
Properties=species:S:1:pos:R:3:lowdin_charge:R:1 method="wB97M-V/def2-TZVPD" homo_ha=-0.289 multiplicity=1 lumo_energy_ev=0.68 de_lowest_ev=1.085 gap_ev=8.532 smiles="CC(=O)O.C=CNC" e_tot_ha=-402.33827 max_force_ev_per_a=0.60
C -1.72 1.88 -0.88 0.02
C -2.13 0.73 -0.03 -0.57
O -1.64 0.40 1.01 0.08
O -3.16 0.05 -0.57 0.10
H -2.19 1.84 -1.86 0.09
H -0.63 1.87 -0.99 0.09
H -1.97 2.82 -0.41 0.10
H -3.37 -0.68 0.05 0.13
C 0.84 -2.32 -0.73 -0.02
C 1.65 -1.58 0.04 -0.27
N 1.26 -0.64 0.98 -0.09
C 2.09 0.55 1.09 -0.12
H -0.24 -2.22 -0.69 0.04
H 1.26 -3.07 -1.38 0.03
H 2.72 -1.74 -0.01 0.10
H 0.27 -0.45 0.95 0.07
H 1.82 1.09 1.99 0.08
H 3.13 0.25 1.20 0.08
H 2.03 1.24 0.24 0.07